Entry 1:
{"formula": "C36H68HfO28S8", "method": "ωB97M-V/def2-TZVPD", "largest_force_ev_per_a": 4.9, "lumo_energy_ev": -0.08, "spin_multiplicity": 1, "homo_ev": -9.62, "elements": ["Hf", "O", "C", "O", "O", "H", "O", "C", "O", "O", "H", "O", "C", "O", "O", "H", "O", "C", "O", "O", "H", "C", "C", "C", "S", "O", "O", "C", "H", "H", "H", "H", "H", "H", "H", "H", "C", "C", "C", "S", "O", "O", "C", "H", "H", "H", "H", "H", "H", "H", "H", "C", "C", "C", "S", "O", "O", "C", "H", "H", "H", "H", "H", "H", "H", "H", "C", "C", "C", "S", "O", "O", "C", "H", "H", "H", "H", "H", "H", "H", "H", "C", "C", "C", "S", "O", "O", "C", "H", "H", "H", "H", "H", "H", "H", "H", "C", "C", "C", "S", "O", "O", "C", "H", "H", "H", "H", "H", "H", "H", "H", "C", "C", "C", "S", "O", "O", "C", "H", "H", "H", "H", "H", "H", "H", "H", "C", "C", "C", "S", "O", "O", "C", "H", "H", "H", "H", "H", "H", "H", "H"], "coordinates": [[-0.490, -3.780, -0.162], [2.675, -4.942, -2.007], [1.537, -4.550, -1.315], [1.420, -3.300, -0.981], [0.723, -5.425, -1.079], [3.240, -4.169, -2.240], [-1.193, 0.449, -0.179], [-0.475, -0.605, -0.512], [0.623, -0.554, -1.074], [-1.070, -1.719, -0.318], [-0.721, 1.289, -0.347], [-4.073, -5.389, -0.997], [-2.799, -4.861, -0.644], [-2.654, -3.613, -0.741], [-1.728, -5.552, -0.370], [-4.107, -6.347, -0.802], [1.933, -4.212, 3.019], [1.112, -4.046, 1.999], [0.899, -2.862, 1.691], [0.521, -5.027, 1.381], [1.553, -4.910, 3.599], [-4.167, 0.432, -2.870], [-3.294, 1.171, -3.874], [-4.083, 1.153, -5.187], [-4.524, -0.534, -5.259], [-3.348, -1.197, -5.639], [-5.730, -0.802, -6.019], [-4.872, -0.778, -3.535], [-4.956, 1.079, -2.400], [-3.534, 0.073, -2.105], [-2.388, 0.592, -3.982], [-3.182, 2.129, -3.428], [-3.684, 1.589, -6.069], [-5.065, 1.601, -5.022], [-4.345, -1.714, -3.232], [-5.960, -0.849, -3.402], [0.633, -3.916, -5.058], [1.519, -2.687, -4.836], [0.855, -1.887, -3.683], [-0.801, -2.591, -3.433], [-1.919, -1.703, -3.155], [-0.694, -3.674, -2.396], [-0.852, -3.563, -4.969], [0.964, -4.692, -4.316], [0.825, -4.229, -6.136], [1.404, -2.046, -5.719], [2.595, -2.851, -4.583], [0.804, -0.830, -3.841], [1.275, -2.108, -2.698], [-1.255, -2.986, -5.829], [-1.491, -4.367, -4.657], [-3.802, -0.666, 1.655], [-2.992, -0.361, 2.956], [-1.778, -1.302, 2.926], [-2.601, -2.830, 2.575], [-3.089, -3.357, 3.790], [-1.738, -3.672, 1.752], [-3.930, -2.189, 1.597], [-3.144, -0.274, 0.835], [-4.720, -0.095, 1.636], [-3.562, -0.624, 3.850], [-2.715, 0.671, 2.995], [-1.307, -1.362, 3.866], [-1.052, -1.044, 2.148], [-4.816, -2.441, 2.188], [-3.810, -2.626, 0.632], [-1.004, 4.806, 2.417], [-1.664, 3.642, 1.570], [-1.180, 3.817, 0.176], [-1.154, 5.553, -0.242], [-2.413, 6.095, -0.691], [0.061, 5.638, -1.048], [-0.833, 6.060, 1.497], [-0.063, 4.415, 2.755], [-1.667, 5.067, 3.252], [-2.743, 3.669, 1.731], [-1.212, 2.657, 1.831], [-1.702, 3.327, -0.692], [-0.136, 3.638, 0.160], [-1.496, 6.883, 1.754], [0.239, 6.307, 1.551], [-2.117, 0.601, 8.206], [-1.618, 2.144, 8.164], [-0.182, 1.984, 7.528], [-0.380, 0.854, 6.216], [0.812, 0.035, 6.062], [-0.717, 1.592, 5.062], [-1.847, -0.033, 6.829], [-3.165, 0.565, 8.456], [-1.460, 0.188, 8.963], [-1.557, 2.423, 9.200], [-2.243, 2.854, 7.551], [0.501, 1.636, 8.323], [0.164, 2.925, 7.033], [-1.750, -1.105, 6.736], [-2.718, 0.101, 6.108], [6.236, -0.222, -0.817], [5.011, -0.729, -0.066], [3.864, -0.863, -1.060], [4.710, -1.567, -2.488], [4.174, -1.374, -3.824], [4.801, -2.990, -2.078], [6.163, -0.635, -2.364], [7.174, -0.657, -0.488], [6.319, 0.881, -0.730], [4.816, -0.007, 0.736], [5.114, -1.653, 0.475], [3.391, 0.063, -1.319], [3.113, -1.561, -0.739], [6.200, 0.042, -3.147], [6.969, -1.350, -2.656], [0.432, 4.020, -3.936], [0.244, 2.688, -3.256], [1.355, 1.870, -3.800], [2.763, 2.942, -3.436], [3.893, 2.736, -4.339], [2.897, 2.825, -2.005], [1.861, 4.440, -3.825], [-0.254, 4.749, -3.502], [0.287, 3.946, -5.039], [-0.752, 2.328, -3.516], [0.364, 2.814, -2.169], [1.361, 1.661, -4.836], [1.565, 0.991, -3.255], [2.333, 5.003, -4.680], [2.133, 4.942, -2.877], [3.770, 1.062, 3.860], [3.284, -0.349, 3.288], [2.279, -0.138, 2.138], [2.434, 1.607, 1.665], [1.103, 2.011, 1.213], [3.528, 1.816, 0.783], [2.826, 2.158, 3.348], [4.745, 1.316, 3.405], [3.909, 1.074, 4.945], [3.017, -1.031, 4.097], [4.174, -0.807, 2.819], [1.318, -0.464, 2.474], [2.541, -0.828, 1.348], [1.855, 2.226, 3.879], [3.322, 3.155, 3.326]], "forces_ev_per_a": [[-0.573, 0.765, 0.971], [-1.447, 1.012, 0.560], [4.430, 0.167, -2.145], [0.249, -1.515, 0.091], [-0.898, 0.048, 0.140], [-0.112, -0.238, 0.547], [-0.795, 1.604, 0.543], [2.026, -1.681, -1.946], [-0.350, 1.189, 0.513], [-0.503, -0.342, 1.234], [0.261, -0.772, 0.089], [2.725, 0.396, 1.241], [0.175, -0.671, -1.211], [-1.312, -1.168, 0.182], [-3.131, 0.167, -0.244], [0.367, 0.561, -0.101], [-0.027, -1.371, 1.539], [-1.595, -0.346, -0.927], [-0.565, 0.314, -1.268], [1.183, 1.497, 1.358], [0.681, 0.173, -0.642], [-1.756, -0.139, 0.398], [-0.990, -0.538, -0.323], [-1.310, 0.715, 1.688], [-2.843, -0.227, -0.931], [2.627, -1.849, -0.745], [0.395, 0.464, 0.245], [0.823, -0.244, 0.402], [0.808, -0.297, -0.553], [0.557, -0.358, 1.080], [0.497, 0.269, -0.051], [0.695, 1.076, -0.204], [0.645, -0.167, -0.778], [0.007, 0.520, 0.073], [-0.594, 0.587, -0.377], [0.494, 0.084, -0.012], [1.219, -1.413, -1.594], [-0.896, 1.189, 0.577], [0.096, -1.016, 0.677], [-1.281, -0.202, 0.630], [1.300, -0.135, -0.705], [0.240, 0.672, -1.406], [0.465, 1.043, 0.911], [-0.711, 0.363, -0.904], [-0.123, -0.264, 1.500], [0.526, -0.138, 0.037], [-1.066, -0.118, -0.502], [-0.252, 0.453, 0.015], [0.259, 0.397, -0.199], [0.239, -0.215, 0.731], [-0.328, -0.575, -0.352], [2.112, 0.788, -0.048], [-0.292, -0.659, -0.494], [-0.756, 0.847, -1.089], [1.465, 1.242, -1.421], [-0.627, -1.045, 1.511], [-0.192, -0.382, 0.259], [-0.645, 0.850, 0.955], [-0.743, -0.559, 0.474], [-0.429, -0.293, -0.027], [-0.225, 0.211, 0.024], [0.299, 0.611, 0.146], [0.707, -0.323, 1.127], [-0.260, -0.208, 0.036], [-0.045, -0.518, -0.542], [-0.462, -0.258, -0.671], [-1.413, -0.257, -1.162], [0.456, -0.394, 0.962], [-1.718, 0.639, -1.702], [1.202, -0.703, 0.734], [0.252, -0.072, 0.000], [-0.867, 0.915, 0.078], [0.856, -0.659, 0.128], [0.481, 0.237, 0.316], [0.431, -0.224, -0.071], [0.036, -0.251, -0.370], [-0.735, 0.629, 0.565], [0.350, 0.130, 1.005], [1.051, -0.643, -0.191], [0.164, 0.022, -0.078], [-0.550, 0.531, -0.279], [0.557, 1.717, -0.986], [0.143, -1.589, -1.496], [-0.852, 1.668, 1.353], [1.696, -2.148, 0.230], [-0.856, -0.063, 0.694], [-1.227, 1.455, -1.933], [-1.264, 0.503, -0.820], [-0.174, -0.284, 0.338], [-0.280, -0.539, 0.232], [0.038, 0.641, 0.239], [0.453, -0.918, 0.733], [-0.078, 0.026, -0.722], [-0.023, -0.809, 0.574], [0.739, -0.329, 0.659], [1.168, 0.663, 0.761], [1.047, 0.414, -1.773], [-0.358, 0.687, 0.514], [0.381, 0.128, -0.257], [-2.051, -2.000, -0.002], [-0.255, 0.348, 0.541], [0.738, 1.296, -0.486], [1.633, -2.222, 2.441], [-0.018, 0.083, 0.508], [-0.152, -0.678, -0.153], [-0.328, -0.028, -0.499], [0.563, -0.724, -0.222], [-0.139, 0.760, -0.170], [-0.393, -0.387, -0.106], [-0.463, 1.970, -1.037], [-0.384, 0.296, 0.552], [-0.702, 1.127, -1.012], [-0.759, 0.270, -0.203], [1.347, 0.036, 0.837], [0.080, -1.152, -1.637], [-0.729, 0.149, 0.947], [0.587, 0.358, 0.024], [2.275, 1.245, 0.992], [0.164, 0.172, -0.296], [-0.584, -0.185, 0.706], [0.083, -0.309, 0.270], [-0.175, -0.215, -0.296], [-0.336, -0.062, -1.277], [0.149, -1.138, 0.679], [-0.631, -0.820, 0.844], [-0.656, 0.525, -0.460], [0.066, -0.275, -0.860], [1.822, 0.759, -0.139], [1.184, -0.458, 0.991], [-2.677, -1.367, 0.557], [0.724, 0.464, 0.499], [1.087, 0.317, -0.236], [-0.222, 0.527, 0.142], [-0.232, -0.328, 0.308], [-0.295, -0.023, -0.216], [-0.628, 0.222, -0.264], [-0.232, 0.114, 0.419], [-0.941, 0.630, -0.057], [-0.073, 0.346, -0.576], [0.482, -0.145, -0.250], [-0.471, -0.656, -0.167]]}

***

Entry 2:
{"formula": "C36H69BN2O10S", "method": "ωB97M-V/def2-TZVPD", "largest_force_ev_per_a": 4.4, "lumo_energy_ev": 0.37, "spin_multiplicity": 1, "de_lowest_kcal_mol": 186.3, "homo_ev": -8.16, "elements": ["C", "C", "C", "C", "N", "C", "C", "C", "C", "C", "C", "C", "C", "C", "S", "O", "C", "C", "C", "C", "C", "N", "C", "C", "O", "C", "C", "C", "C", "B", "O", "O", "H", "H", "H", "H", "H", "H", "H", "H", "H", "H", "H", "H", "H", "H", "H", "H", "H", "H", "H", "H", "H", "H", "H", "H", "H", "H", "H", "H", "H", "H", "H", "H", "H", "H", "H", "H", "H", "H", "H", "H", "H", "C", "O", "C", "C", "O", "C", "C", "O", "C", "H", "H", "H", "H", "H", "H", "H", "H", "H", "H", "H", "H", "H", "H", "C", "O", "C", "C", "O", "C", "C", "O", "C", "H", "H", "H", "H", "H", "H", "H", "H", "H", "H", "H", "H", "H", "H"], "coordinates": [[2.216, -4.059, 5.095], [2.682, -3.526, 3.850], [1.820, -2.524, 2.903], [0.705, -3.460, 2.185], [-0.551, -3.621, 2.958], [-1.259, -2.352, 3.257], [-1.959, -2.329, 4.719], [-2.890, -3.544, 5.082], [-3.642, -3.566, 6.464], [-3.493, -2.399, 7.466], [-4.235, -2.277, 8.876], [-2.531, -1.217, 7.080], [-1.777, -1.169, 5.725], [0.492, -3.104, 0.609], [-1.262, -3.481, 0.010], [0.982, -1.812, 0.207], [0.013, -0.751, 0.239], [-0.591, -0.359, -1.232], [-2.219, -0.450, -1.270], [-2.946, 0.980, -1.381], [-4.162, 0.958, -0.296], [-5.296, 0.144, -0.822], [-6.125, -0.442, 0.246], [-7.732, -0.471, 0.047], [-5.696, -0.962, 1.311], [0.838, 0.585, 0.708], [-0.115, 1.839, 0.995], [2.079, 0.942, -0.244], [3.447, 0.164, 0.092], [1.433, -4.182, -0.237], [2.880, -4.157, -0.109], [0.860, -5.151, -1.156], [2.149, -5.194, 5.209], [1.942, -3.354, 5.945], [3.723, -3.880, 3.492], [1.382, -1.745, 3.612], [2.575, -2.070, 2.182], [1.189, -4.516, 2.185], [-0.295, -4.068, 3.855], [-2.152, -2.290, 2.519], [-0.664, -1.391, 3.099], [-2.999, -4.391, 4.312], [-4.327, -4.448, 6.682], [-3.892, -1.322, 9.395], [-5.357, -2.115, 8.632], [-4.191, -3.214, 9.523], [-2.377, -0.330, 7.798], [-1.120, -0.268, 5.503], [-1.557, -4.736, 0.572], [-0.832, -0.849, 0.996], [-0.353, 0.736, -1.513], [-0.095, -1.007, -2.041], [-2.616, -0.985, -0.328], [-2.482, -1.051, -2.207], [-3.478, 1.093, -2.404], [-2.264, 1.884, -1.252], [-4.526, 2.048, -0.188], [-3.808, 0.637, 0.748], [-4.978, -0.601, -1.465], [-8.286, -0.388, 1.046], [-8.035, -1.500, -0.390], [-8.086, 0.304, -0.723], [1.296, 0.286, 1.732], [-0.582, 2.273, 0.041], [0.506, 2.677, 1.496], [-0.907, 1.533, 1.760], [2.302, 2.067, -0.078], [1.885, 0.826, -1.362], [4.366, 0.823, -0.148], [3.491, -0.281, 1.147], [3.550, -0.741, -0.625], [3.144, -3.301, -0.536], [1.011, -6.031, -0.745], [5.884, -1.440, -6.854], [5.053, -2.533, -6.502], [5.658, -3.453, -5.605], [4.782, -3.740, -4.384], [4.527, -2.640, -3.513], [3.735, -1.562, -4.015], [2.290, -1.894, -4.374], [2.204, -2.777, -5.485], [1.315, -3.866, -5.293], [6.478, -1.695, -7.735], [5.241, -0.592, -7.099], [6.539, -1.137, -6.031], [6.646, -3.104, -5.273], [5.799, -4.391, -6.157], [5.315, -4.476, -3.773], [3.849, -4.227, -4.666], [4.250, -1.066, -4.836], [3.702, -0.825, -3.204], [1.775, -0.968, -4.658], [1.795, -2.307, -3.493], [1.258, -4.180, -4.247], [1.690, -4.712, -5.876], [0.321, -3.602, -5.662], [0.070, 8.680, 1.471], [-0.572, 7.675, 0.706], [-1.717, 8.129, -0.001], [-1.668, 7.765, -1.485], [-0.623, 8.359, -2.252], [0.720, 7.971, -1.959], [1.074, 6.504, -2.206], [0.383, 5.634, -1.316], [-0.219, 4.518, -1.947], [-0.363, 8.716, 2.474], [1.127, 8.417, 1.557], [0.007, 9.664, 0.996], [-1.853, 9.214, 0.105], [-2.587, 7.633, 0.448], [-2.599, 8.127, -1.935], [-1.683, 6.685, -1.634], [0.993, 8.283, -0.951], [1.345, 8.572, -2.629], [2.147, 6.365, -2.027], [0.866, 6.259, -3.249], [-0.538, 4.737, -2.970], [-1.108, 4.245, -1.371], [0.474, 3.672, -1.942]], "forces_ev_per_a": [[0.638, 0.930, -1.909], [-0.657, -0.559, 1.241], [1.932, -0.437, 1.553], [0.720, -0.440, 0.011], [1.056, 0.728, 0.567], [-2.306, 0.777, 0.514], [-1.244, -0.632, 2.207], [0.566, 3.148, 2.581], [2.074, 2.602, -1.304], [2.326, 0.578, -2.558], [-0.937, 0.144, -1.512], [-0.394, -2.347, -2.319], [-2.478, -3.046, 1.054], [0.925, -1.874, -0.024], [-0.313, -0.075, 0.516], [-1.999, -0.410, 0.298], [0.422, 3.745, -0.775], [-0.704, -0.185, 0.178], [0.628, 0.138, -0.619], [-1.492, -0.897, 0.383], [1.068, 1.721, -0.216], [-0.164, -0.486, 1.357], [-0.697, -1.916, 2.519], [0.267, -0.340, -0.910], [-0.840, 2.233, -3.676], [0.329, -0.772, 0.691], [0.617, -0.071, 0.207], [0.686, 0.844, 0.550], [0.094, -0.730, -1.031], [1.010, -0.530, -0.893], [-2.298, 1.087, -0.913], [0.941, 0.650, 2.697], [1.425, 1.714, 0.623], [-1.093, -1.139, -1.538], [-2.385, -0.392, -0.410], [0.255, -0.829, -1.274], [-1.396, -0.414, 0.770], [-0.811, 1.569, -0.011], [-0.089, 0.326, -0.564], [1.445, 0.049, 1.040], [-0.471, -1.306, 0.417], [0.095, 1.473, 1.455], [1.046, 1.392, -0.225], [-0.281, -1.555, -0.508], [1.706, -0.264, 0.480], [0.291, 1.347, -0.835], [-0.376, -1.681, -1.184], [-0.951, -1.453, 0.204], [0.873, 1.385, -0.351], [1.121, -0.488, -1.033], [-0.077, -1.773, 0.637], [-0.824, 0.753, 1.274], [0.677, 0.691, -1.598], [0.170, 0.585, 1.463], [1.024, -0.112, 1.512], [-0.880, -1.313, 0.063], [0.338, -1.659, -0.115], [-0.383, 0.172, -1.611], [-0.266, 0.515, 0.576], [1.115, 0.053, -1.441], [0.685, 1.542, 0.689], [0.597, -1.026, 1.334], [-0.641, 0.534, -1.515], [0.592, -0.703, 1.501], [-0.942, -1.318, -0.905], [0.803, 0.455, -1.200], [-0.455, -1.716, -0.283], [-0.051, 0.088, 1.509], [-1.506, -0.998, 0.679], [-0.034, 0.990, -1.405], [-0.197, 1.335, 1.178], [0.067, -0.869, 0.797], [0.083, 0.479, -0.821], [-0.282, -0.120, -0.149], [0.340, 0.289, 0.352], [-0.296, -0.046, 0.024], [0.012, -0.224, 0.041], [-0.140, 0.058, -0.178], [0.081, 0.146, 0.040], [0.323, 0.027, -0.420], [-0.026, -0.203, 0.570], [0.108, 0.086, -0.327], [0.178, 0.110, 0.028], [-0.006, -0.091, -0.053], [0.015, -0.067, -0.036], [-0.160, 0.062, -0.056], [0.090, -0.103, 0.231], [0.081, 0.175, 0.029], [-0.002, 0.156, -0.231], [-0.148, -0.115, -0.202], [-0.033, -0.156, 0.073], [0.064, 0.133, 0.252], [-0.091, -0.153, 0.052], [-0.027, 0.063, 0.030], [-0.043, 0.096, -0.034], [-0.117, -0.101, 0.122], [0.028, -0.333, 0.022], [0.082, 0.528, -0.166], [0.075, -0.265, -0.128], [-0.155, -0.028, -0.070], [0.084, -0.204, 0.206], [0.095, 0.095, -0.024], [-0.072, 0.223, 0.488], [-0.249, 0.020, -0.545], [0.108, 0.049, 0.410], [0.018, 0.202, 0.052], [-0.077, -0.063, 0.035], [-0.063, -0.033, 0.031], [0.128, -0.129, -0.006], [-0.148, 0.121, -0.185], [0.115, 0.155, 0.032], [0.147, -0.034, 0.241], [-0.031, -0.249, 0.118], [-0.141, -0.099, -0.089], [0.053, 0.199, -0.174], [-0.104, -0.086, -0.071], [0.064, 0.021, -0.026], [0.080, -0.002, 0.028], [-0.041, -0.128, -0.176]]}